1.
ORCA calculation (ωB97M-V/def2-TZVPD) on a structure of composition C6H15N3O2P at a distorted geometry.

## Properties
Total energy, eV: -24311.76510
Frontier orbital gap, eV: 10.38
Lowest unoccupied orbital energy, eV: -3.7
HOMO energy, eV: -14.0
Net charge: +1

Element x y z (Å)
C  -1.3253  0.5602  1.6462
C  -0.1302  1.2767  2.1693
C  -1.0838  -0.9818  1.4947
C  0.9195  1.4263  1.0501
C  0.1451  -0.7163  -0.0033
C  2.2978  -0.1978  -0.3868
N  -2.3005  -0.4680  -1.4778
N  -0.2176  -1.1206  -2.8639
N  1.2468  0.0545  0.5779
O  -2.4009  1.0898  1.3935
O  -0.1722  1.2380  -1.7912
P  -0.6553  -0.1141  -1.5568
H  -0.2458  2.3783  2.4939
H  0.4634  0.8737  2.9883
H  -0.5240  -1.6159  2.2581
H  -1.9267  -1.5163  0.9869
H  0.5257  1.8923  0.0192
H  1.9153  1.8783  1.2371
H  0.5911  -1.6983  -0.1684
H  2.2627  0.2624  -1.4458
H  3.2888  0.1350  -0.0402
H  2.4047  -1.3348  -0.5998
H  -2.6127  -0.4266  -0.5094
H  -2.9438  -0.5010  -2.2320
H  -1.1561  -1.4676  -3.2583
H  0.1785  -0.5224  -3.4714
H  1.4554  -0.3841  1.4898

natural (NBO) population analysis, charges in e, atoms 1 to 2: 0.541 -0.561

=====

2.
ORCA calculation (ωB97M-V/def2-TZVPD) on a cluster of 19 separate species, C38H114O38 in total at a distorted geometry.

## Properties
Total energy, eV: -119042.75806
Frontier orbital gap, eV: 9.67
Lowest unoccupied orbital energy, eV: 0.1
HOMO energy, eV: -9.6

Element x y z (Å)
C  -7.6537  -4.0199  0.8588
C  -6.4348  -3.6022  1.5933
O  -5.9612  -2.3805  1.1397
O  -8.0824  -5.2617  1.2127
H  -7.3596  -4.1426  -0.1836
H  -8.5800  -3.4457  0.8781
H  -5.6028  -4.3029  1.5236
H  -6.7591  -3.5397  2.6321
H  -5.3925  -2.6228  0.4052
H  -8.4876  -5.6959  0.4585
C  -2.3396  4.8340  0.1151
C  -2.1829  6.1467  -0.6664
O  -3.2733  6.1317  -1.6371
O  -3.5464  4.8931  0.9251
H  -1.3862  4.4728  0.5008
H  -2.6201  4.0230  -0.5569
H  -1.1875  6.2627  -1.0952
H  -2.2904  6.9786  0.0295
H  -4.0171  5.6247  -1.3035
H  -3.6702  4.0214  1.3077
C  6.4053  1.1365  3.4217
C  7.1871  2.5569  3.3849
O  7.1047  3.2341  4.6635
O  5.0308  1.3853  3.5476
H  6.6880  0.4627  4.2305
H  6.6240  0.5708  2.5160
H  6.7704  3.1462  2.5681
H  8.1788  2.4039  2.9592
H  7.9560  3.5999  4.9149
H  4.7103  0.5520  3.9004
C  1.9777  -0.6830  3.4356
C  1.9356  0.3983  4.4833
O  2.9330  0.5080  5.4356
O  2.0497  -1.9564  4.0490
H  2.9202  -0.6930  2.8883
H  1.1189  -0.6346  2.7661
H  1.0477  0.2789  5.1041
H  1.6810  1.3753  4.0724
H  2.4946  0.2953  6.2628
H  1.1404  -2.1659  4.2747
C  1.6755  -8.5541  -2.4069
C  0.8844  -7.7234  -1.3048
O  1.1127  -6.3454  -1.4295
O  3.0425  -8.2867  -2.3365
H  1.4712  -8.1669  -3.4051
H  1.3813  -9.5930  -2.2575
H  1.0976  -8.0493  -0.2867
H  -0.1594  -7.8203  -1.6034
H  1.8797  -6.3073  -2.0056
H  3.3292  -8.7914  -1.5719
C  3.9235  5.1355  5.7353
C  3.1834  4.0462  4.9605
O  3.6813  3.7769  3.6309
O  5.2434  4.8535  6.2281
H  3.3096  5.3830  6.6012
H  3.7638  6.0627  5.1849
H  2.1035  4.1880  5.0050
H  3.1230  3.1297  5.5473
H  4.1612  2.9467  3.6766
H  5.6622  4.3657  5.5151
C  2.9475  5.3642  -3.9005
C  3.1308  4.4156  -5.1429
O  2.1625  4.5919  -6.1954
O  1.9660  4.7089  -3.1118
H  2.7448  6.4134  -4.1155
H  3.6902  5.0405  -3.1713
H  3.0486  3.3543  -4.9082
H  4.1510  4.6845  -5.4165
H  1.2539  4.7759  -5.9460
H  1.2938  4.3308  -3.6835
C  -3.9792  1.7036  1.2968
C  -5.3286  1.0250  1.0825
O  -5.6030  0.2970  2.3331
O  -4.1136  2.7250  2.1792
H  -3.6799  2.2762  0.4189
H  -3.1288  1.0686  1.5450
H  -5.2220  0.6520  0.0639
H  -6.0052  1.8218  0.7736
H  -6.0119  -0.5077  2.0064
H  -4.5564  2.1700  2.8254
C  -0.5563  -2.3217  -3.4953
C  -0.7863  -0.8367  -3.7961
O  -1.8472  -0.3342  -3.0950
O  -1.7938  -3.0188  -3.4152
H  0.1240  -2.3643  -2.6448
H  0.0124  -2.7398  -4.3260
H  -0.9002  -0.5536  -4.8425
H  0.1282  -0.3989  -3.3958
H  -2.3588  0.3155  -3.5826
H  -2.3254  -2.3573  -2.9664
C  -4.4334  1.9777  -2.5330
C  -4.7439  1.8565  -4.0358
O  -3.5539  2.0840  -4.7864
O  -4.7238  3.2758  -2.0246
H  -3.5289  1.5524  -2.0983
H  -5.2263  1.4199  -2.0347
H  -5.5446  2.5443  -4.3077
H  -5.1742  0.8551  -4.0394
H  -3.7250  2.0038  -5.7276
H  -3.9313  3.7859  -2.2069
C  0.9591  6.2348  1.3671
C  1.5505  4.9270  1.1940
O  1.3039  4.3508  0.0356
O  1.0552  6.9511  0.0990
H  1.4379  6.7159  2.2200
H  -0.1203  6.1827  1.5091
H  1.2280  4.1214  1.8536
H  2.6347  5.0386  1.1829
H  1.9133  4.7372  -0.5976
H  1.0090  7.9058  0.1884
C  -5.3826  -6.2310  -1.3134
C  -4.2116  -5.4145  -0.8586
O  -4.4566  -3.9975  -0.9557
O  -5.5139  -6.3320  -2.6760
H  -6.2580  -5.7362  -0.8928
H  -5.3698  -7.2670  -0.9745
H  -3.3255  -5.5170  -1.4850
H  -4.0618  -5.8004  0.1498
H  -4.0096  -3.7990  -1.7818
H  -6.2128  -6.9451  -2.9152
C  -0.8018  -5.8957  2.0254
C  -1.2846  -5.2293  0.6515
O  -0.3103  -4.4309  -0.0119
O  -0.1481  -7.1679  1.8711
H  -1.5632  -5.8306  2.8026
H  0.0531  -5.2574  2.2485
H  -2.1040  -4.5431  0.8657
H  -1.6745  -6.0222  0.0131
H  0.2416  -5.0505  -0.4947
H  0.6955  -7.1035  2.3247
C  -2.9159  -1.2573  4.0092
C  -3.7701  -0.6311  5.2050
O  -4.3994  0.5857  4.7212
O  -2.0298  -0.2095  3.4567
H  -3.5926  -1.3941  3.1657
H  -2.5044  -2.2264  4.2916
H  -3.0159  -0.4151  5.9617
H  -4.4707  -1.2866  5.7223
H  -4.9586  0.4202  3.9585
H  -2.3796  0.5635  3.9057
C  2.8255  -3.4208  -3.1656
C  3.3627  -3.3646  -1.6878
O  3.2781  -2.1257  -1.1718
O  3.8843  -3.3172  -4.1847
H  2.1005  -2.6719  -3.4844
H  2.4764  -4.4396  -3.3338
H  4.4002  -3.6984  -1.7050
H  2.8207  -4.0816  -1.0712
H  2.3370  -1.9700  -1.0640
H  4.5094  -2.6061  -4.0262
C  3.9479  1.1424  -1.5200
C  5.5182  1.0711  -1.7068
O  5.8637  -0.3011  -1.8692
O  3.2839  1.0167  -2.7519
H  3.7391  2.0634  -0.9758
H  3.5877  0.4347  -0.7734
H  6.0641  1.3870  -0.8178
H  5.8977  1.6230  -2.5668
H  5.0779  -0.8494  -1.9280
H  2.4273  1.2832  -2.4099
C  -0.4132  -0.4450  0.2796
C  0.4724  0.7866  0.5722
O  0.6541  1.6164  -0.5891
O  0.1884  -1.6146  -0.3832
H  -1.2450  -0.0756  -0.3202
H  -0.9796  -0.8053  1.1383
H  1.4580  0.4921  0.9326
H  0.1358  1.4544  1.3652
H  0.7176  2.5484  -0.3680
H  -0.0956  -2.3879  0.1097
C  -0.8954  7.7107  -4.3316
C  -1.0465  6.0765  -4.3829
O  -0.3920  5.3734  -5.4478
O  -1.4564  8.2911  -5.4703
H  0.1116  8.0363  -4.0705
H  -1.5361  8.0362  -3.5121
H  -2.1022  5.8157  -4.3067
H  -0.7096  5.7008  -3.4168
H  -0.9850  5.1967  -6.1817
H  -2.3986  8.1076  -5.4609
C  3.4198  -4.8123  1.6717
C  4.7196  -3.9900  1.5442
O  5.8308  -4.7280  1.6536
O  3.4431  -5.8990  0.6948
H  2.6154  -4.0869  1.5507
H  3.1669  -5.1953  2.6604
H  4.7185  -3.2608  2.3543
H  4.8196  -3.5525  0.5508
H  5.9441  -5.2173  0.8355
H  4.3323  -6.1437  0.4285

Löwdin population analysis, charges in e, atoms 1 to 2: -0.303 -0.247

=====

3.
ORCA calculation (ωB97M-V/def2-TZVPD) on a cluster of 2 separate species, C4H7NO2 in total at a distorted geometry.

## Properties
Total energy, eV: -9843.10441
Frontier orbital gap, eV: 7.79
Lowest unoccupied orbital energy, eV: 0.4
HOMO energy, eV: -7.3

Element x y z (Å)
C  1.3256  0.8360  3.2885
C  0.0183  0.8016  -0.6269
C  -0.8786  -0.3369  -0.1516
C  -1.6311  -0.8647  -1.3107
N  0.7129  -0.4986  -0.3436
O  1.9627  0.3930  2.4138
O  0.7583  1.3602  4.1136
H  0.3301  1.1434  -1.6422
H  0.4041  1.6576  -0.0508
H  -1.8161  -1.9759  -1.2437
H  -1.2947  -0.8347  -2.3595
H  -2.5811  -0.2445  -1.3767
H  1.2284  -1.0573  -1.1113
H  1.4611  -0.3793  0.4012

natural (NBO) population analysis, charges in e, atoms 1 to 2: 1.041 -0.293

=====

4.
ORCA calculation (ωB97M-V/def2-TZVPD) on a cluster of 2 separate species, C32H68N3O6S in total at a distorted geometry.

## Properties
Total energy, eV: -61863.77310
Frontier orbital gap, eV: 7.70
Lowest unoccupied orbital energy, eV: -2.3
HOMO energy, eV: -10.0
Net charge: +1

Element x y z (Å)
C  2.0865  5.6109  2.5488
C  2.5342  4.0951  2.2247
C  2.4982  3.8278  0.6170
O  1.2732  3.0967  0.3685
C  1.3683  2.2171  -0.7689
O  0.1648  2.0404  -1.5154
C  -0.3904  3.2554  -2.0564
S  -1.5384  4.1629  -0.8498
C  0.6604  4.3479  -2.5570
C  1.6601  3.8649  -3.7156
C  -1.3696  2.7643  -3.2633
C  -2.3219  3.8880  -3.8515
C  -3.8375  3.9216  -3.3580
C  -4.4293  2.5832  -2.7307
C  -4.6830  1.3873  -3.7627
N  -4.6078  0.0725  -3.0129
C  1.7139  0.7433  -0.1605
C  0.5108  0.2440  0.8054
C  -0.0931  -1.1539  0.3068
C  -1.5626  -1.4847  0.9266
C  -1.5247  -1.6100  2.5292
C  -2.7234  -0.5347  0.3564
C  -2.9551  0.8263  1.1695
C  -4.4813  1.2872  0.8472
C  -4.9659  2.6020  1.0169
C  -4.1217  3.7434  1.7792
C  -6.4264  3.0668  0.4999
N  3.0499  0.6805  0.4935
C  4.1729  0.6324  -0.4802
C  4.9689  -0.7696  -0.4778
O  5.3147  -1.2367  0.8545
C  6.4423  -2.1192  0.7698
O  6.4225  -3.2690  1.2765
H  1.0078  5.7901  2.1781
H  2.0293  5.7469  3.6926
H  2.8192  6.3381  2.0646
H  3.5203  3.7871  2.7030
H  1.7125  3.4274  2.6898
H  2.4418  4.8646  0.1379
H  3.4465  3.2499  0.3023
H  2.2960  2.4817  -1.4039
H  -1.2866  3.5463  0.3659
H  1.3206  4.7853  -1.7153
H  0.1007  5.2660  -2.9797
H  2.3740  4.7257  -3.9844
H  2.1997  2.8827  -3.5147
H  1.0301  3.6864  -4.6691
H  -0.6381  2.4657  -4.1101
H  -1.8564  1.7936  -2.9272
H  -1.8937  4.9518  -3.7016
H  -2.3407  3.7517  -5.0003
H  -3.9927  4.8145  -2.6413
H  -4.4909  4.1788  -4.2793
H  -5.3931  2.8758  -2.1642
H  -3.6923  2.2415  -1.9075
H  -5.7463  1.5277  -4.1764
H  -3.8692  1.4223  -4.5591
H  -5.2687  -0.5803  -3.4729
H  -4.8755  0.2064  -2.0258
H  1.7439  0.0121  -1.0588
H  -0.2515  1.0889  0.8219
H  0.9746  0.1198  1.8462
H  -0.0637  -1.3045  -0.8278
H  0.5973  -1.9773  0.7436
H  -1.8007  -2.5499  0.5373
H  -0.9947  -2.5699  2.8691
H  -2.6208  -1.7221  2.8689
H  -1.1300  -0.6714  3.0569
H  -2.3920  -0.2233  -0.7081
H  -3.6954  -1.1226  0.2181
H  -2.9036  0.7285  2.3031
H  -2.3061  1.6816  0.7563
H  -5.2417  0.5006  0.4937
H  -3.9141  4.5550  0.9959
H  -3.1229  3.3419  2.1514
H  -4.7486  4.1772  2.6279
H  -7.0473  2.1885  0.1225
H  -6.2300  3.8572  -0.3205
H  -7.0004  3.6405  1.3229
H  3.0589  -0.1235  1.1391
H  3.8157  0.8087  -1.5501
H  4.9571  1.4340  -0.1997
H  5.9701  -0.5755  -1.0274
H  4.4245  -1.5618  -1.1026
H  7.4301  -1.7869  0.2702
C  -1.9563  -6.8018  1.7595
O  -0.5845  -6.9831  1.4162
C  -0.0543  -5.8359  0.7572
C  1.4084  -6.1381  0.4453
N  2.0048  -6.8709  1.6050
C  2.4811  -6.0577  2.7666
C  3.8735  -5.5238  2.4492
O  4.5772  -6.5669  1.7784
C  5.8902  -6.1481  1.4083
H  -2.5547  -6.6217  0.8627
H  -2.3082  -7.7140  2.2419
H  -2.0630  -5.9694  2.4607
H  -0.1327  -4.9672  1.4203
H  -0.6045  -5.6354  -0.1670
H  1.9979  -5.2470  0.2275
H  1.4745  -6.8316  -0.3961
H  2.8190  -7.4204  1.2935
H  1.2866  -7.5408  1.9158
H  2.5316  -6.7563  3.6047
H  1.7565  -5.2745  2.9911
H  4.3924  -5.2414  3.3694
H  3.8060  -4.6509  1.7901
H  5.8323  -5.3206  0.6998
H  6.3930  -6.9880  0.9270
H  6.4605  -5.8518  2.2916

Löwdin population analysis, charges in e, atoms 1 to 2: -0.132 -0.201